# 1
{
  "formula": "C2H5OP",
  "method": "ωB97M-V/def2-TZVPD",
  "homo_ev": -9.423,
  "de_lowest_kcal_mol": 13.67,
  "homo_lumo_gap_ev": 9.02,
  "max_force_ev_per_a": 3.9,
  "energy_ev": -13490.283,
  "elements": ["C", "C", "P", "O", "H", "H", "H", "H", "H"],
  "xyz": [[-0.4326, 0.1090, -0.8500], [0.6193, 0.1485, 0.2391], [0.4112, -0.2802, 2.0680], [-0.8973, -0.8768, 2.2145], [-0.8492, -0.8496, -1.1132], [-1.2665, 0.7103, -0.6132], [-0.0678, 0.3665, -1.8392], [1.5272, -0.3974, -0.0797], [0.9556, 1.0694, -0.0264]]
}



# 2
{
  "formula": "C6H12O",
  "method": "ωB97M-V/def2-TZVPD",
  "homo_ev": -9.668,
  "de_lowest_kcal_mol": 31.59,
  "homo_lumo_gap_ev": 10.65,
  "max_force_ev_per_a": 0.4,
  "energy_ev": -8462.984,
  "elements": ["C", "C", "C", "C", "C", "C", "O", "H", "H", "H", "H", "H", "H", "H", "H", "H", "H", "H", "H"],
  "xyz": [[-0.3716, -0.6935, 2.4106], [-0.5171, 0.4559, 1.4052], [-0.6842, -0.0751, -0.0014], [-0.9482, 0.7373, -1.2413], [0.2725, -0.1286, -1.1822], [1.6034, 0.5314, -1.5054], [0.1891, -1.3761, -1.8376], [-0.1519, -0.3263, 3.4182], [0.4315, -1.3805, 2.1188], [-1.2973, -1.2808, 2.4681], [0.3438, 1.1310, 1.4682], [-1.4045, 1.0455, 1.6742], [-1.2833, -0.9879, -0.0134], [-0.7494, 1.8063, -1.1640], [-1.7573, 0.4662, -1.9106], [1.5406, 0.8087, -2.5666], [2.4417, -0.1678, -1.4163], [1.8300, 1.4428, -0.9448], [0.5122, -2.0083, -1.1795]]
}



# 3
{
  "formula": "C26H24BrGeN3O3RuSe3Te",
  "method": "ωB97M-V/def2-TZVPD",
  "total_charge": 1,
  "homo_ev": [-10.019, -10.081],
  "multiplicity": 2,
  "de_lowest_kcal_mol": 0.00,
  "homo_lumo_gap_ev": [6.82, 5.47],
  "s2": 0.760,
  "max_force_ev_per_a": 0.5,
  "energy_ev": -370433.977,
  "elements": ["Ru", "Se", "Se", "Te", "Se", "C", "C", "O", "N", "C", "C", "C", "C", "C", "C", "N", "H", "H", "H", "H", "H", "H", "H", "H", "H", "H", "Ge", "C", "C", "C", "C", "C", "C", "C", "C", "C", "C", "C", "C", "H", "H", "H", "H", "H", "H", "H", "H", "H", "H", "H", "Br", "C", "C", "N", "C", "C", "C", "C", "O", "O", "H", "H", "H"],
  "xyz": [[1.6027, 0.3509, -0.5170], [0.7842, -0.0883, -2.7041], [0.7425, -2.4095, -3.0075], [3.0697, -2.9544, -2.3746], [3.2522, -1.4006, -0.4865], [-0.3529, 4.2372, 0.2913], [0.6224, 3.1047, 0.3371], [0.3737, 2.0561, -0.2748], [1.7270, 3.2554, 1.0876], [2.7975, 2.2707, 1.1833], [3.6669, 2.2522, -0.0525], [4.8485, 2.9563, -0.1492], [5.5452, 2.9312, -1.3506], [5.0301, 2.2039, -2.4063], [3.8508, 1.4983, -2.2295], [3.1862, 1.5240, -1.0724], [-1.2704, 3.9193, 0.7890], [-0.5947, 4.4442, -0.7498], [0.0209, 5.1388, 0.7709], [1.8766, 4.1492, 1.5248], [2.3755, 1.2697, 1.4031], [3.3924, 2.5141, 2.0614], [5.2184, 3.5132, 0.7014], [6.4778, 3.4696, -1.4531], [5.5374, 2.1577, -3.3591], [3.4159, 0.8874, -3.0087], [-2.0322, 0.1322, 0.5089], [-2.7364, 0.5237, -1.2384], [-3.0221, -0.4594, -2.1855], [-3.5426, -0.1043, -3.4200], [-3.7849, 1.2302, -3.7199], [-3.5153, 2.2136, -2.7801], [-2.9942, 1.8586, -1.5433], [-3.0410, -1.0627, 1.6314], [-2.4854, -1.6077, 2.7877], [-3.2339, -2.4494, 3.5954], [-4.5486, -2.7440, 3.2570], [-5.1110, -2.2009, 2.1115], [-4.3582, -1.3653, 1.2970], [-1.6897, 1.4340, 1.2391], [-2.8298, -1.4987, -1.9576], [-3.7602, -0.8714, -4.1524], [-4.1900, 1.5023, -4.6859], [-3.7135, 3.2529, -3.0081], [-2.7848, 2.6338, -0.8131], [-1.4610, -1.3799, 3.0673], [-2.7949, -2.8733, 4.4891], [-5.1343, -3.3992, 3.8884], [-6.1344, -2.4326, 1.8468], [-4.7997, -0.9591, 0.3938], [2.6052, -6.4060, 0.4520], [2.0849, -4.6981, 1.0503], [2.7927, -4.0775, 2.0737], [2.4856, -2.8669, 2.5296], [1.4786, -2.2259, 1.9503], [0.7288, -2.7654, 0.9128], [1.0165, -4.0470, 0.4695], [-0.3821, -2.0162, 0.2808], [-1.3154, -2.5400, -0.2657], [-0.3047, -0.6700, 0.4380], [3.6305, -4.5817, 2.5403], [1.2525, -1.2345, 2.3261], [0.4284, -4.4957, -0.3207]]
}



# 4
{
  "formula": "C33H31ClN4O5PPd",
  "method": "ωB97M-V/def2-TZVPD",
  "total_charge": 1,
  "homo_ev": [-10.840, -11.860],
  "multiplicity": 3,
  "de_lowest_kcal_mol": 0.00,
  "homo_lumo_gap_ev": [8.46, 7.67],
  "s2": 2.007,
  "max_force_ev_per_a": 0.2,
  "energy_ev": -76209.773,
  "elements": ["Pd", "N", "C", "C", "C", "C", "C", "C", "P", "C", "C", "C", "C", "C", "C", "C", "C", "C", "C", "C", "C", "H", "H", "H", "H", "H", "H", "H", "H", "H", "H", "H", "H", "H", "H", "H", "H", "O", "C", "O", "C", "C", "Cl", "N", "N", "C", "C", "O", "O", "C", "C", "C", "C", "C", "C", "H", "H", "H", "H", "H", "H", "C", "N", "C", "C", "C", "O", "H", "H", "H", "H", "H", "H", "H", "H", "H"],
  "xyz": [[-0.2080, 0.1272, 1.4944], [-0.1545, 2.2578, 2.3143], [-0.1610, 3.3051, 1.3181], [0.1794, 4.6059, 1.6674], [0.1635, 5.6080, 0.7115], [-0.1997, 5.3224, -0.5984], [-0.5301, 4.0269, -0.9511], [-0.5072, 3.0046, -0.0019], [-0.8272, 1.2820, -0.4667], [-2.5829, 1.0760, -0.7794], [-3.0102, -0.1103, -1.3824], [-4.3629, -0.3803, -1.4989], [-5.2939, 0.5244, -1.0034], [-4.8733, 1.7020, -0.4040], [-3.5195, 1.9812, -0.2892], [0.0410, 1.0308, -2.0286], [1.4055, 0.7429, -1.9806], [2.1331, 0.6282, -3.1540], [1.4993, 0.7859, -4.3799], [0.1398, 1.0569, -4.4327], [-0.5919, 1.1825, -3.2606], [-1.0844, 2.1488, 2.7246], [0.4831, 2.4894, 3.0679], [0.4431, 4.8355, 2.6930], [0.4283, 6.6183, 0.9929], [-0.2155, 6.1069, -1.3424], [-0.7887, 3.7964, -1.9774], [-2.2855, -0.8275, -1.7545], [-4.6929, -1.3031, -1.9585], [-6.3499, 0.3014, -1.0745], [-5.5996, 2.4000, -0.0108], [-3.1965, 2.8964, 0.1915], [1.8875, 0.5883, -1.0221], [3.1932, 0.4132, -3.1152], [2.0655, 0.6900, -5.2968], [-0.3545, 1.1713, -5.3881], [-1.6539, 1.3911, -3.3060], [-5.4880, -2.4460, 1.1811], [-4.6062, -3.2430, 0.6109], [-4.9228, -4.2261, -0.0065], [-3.1584, -2.8820, 0.7500], [-2.1183, -3.6299, 0.2160], [-2.1198, -5.0942, -0.6289], [-0.9610, -2.9684, 0.4358], [-1.1959, -1.8211, 1.0917], [-2.5094, -1.7533, 1.2894], [-3.0448, -0.5346, 2.0103], [-4.2410, -0.4508, 2.2639], [-2.1662, 0.3460, 2.3101], [0.3615, -3.3465, 0.0464], [1.0028, -2.6117, -0.9341], [2.2802, -2.9851, -1.3261], [2.8884, -4.0920, -0.7514], [2.2298, -4.8210, 0.2314], [0.9607, -4.4448, 0.6434], [-5.0631, -1.6773, 1.6594], [0.5028, -1.7694, -1.3959], [2.7850, -2.4243, -2.1022], [3.8757, -4.3942, -1.0754], [2.7015, -5.6869, 0.6761], [0.4320, -5.0042, 1.4038], [5.4221, 0.0502, 2.0973], [4.1024, -0.5432, 1.9175], [3.9879, -1.9789, 2.1529], [3.0350, 0.1596, 1.5466], [3.1949, 1.6301, 1.2606], [1.9241, -0.3953, 1.4265], [5.9622, -0.5347, 2.8382], [5.3505, 1.0694, 2.4659], [5.9931, 0.0425, 1.1668], [4.8592, -2.4754, 1.7282], [3.0897, -2.3574, 1.6762], [3.9456, -2.1897, 3.2229], [4.0301, 1.8240, 0.5883], [3.3825, 2.1820, 2.1839], [2.2765, 2.0010, 0.8117]]
}